# 1
{"formula": "C19H47N9O22PSi2", "method": "ωB97M-V/def2-TZVPD", "species": ["C", "O", "C", "C", "C", "C", "C", "C", "C", "C", "Si", "N", "C", "O", "O", "Si", "P", "O", "C", "O", "O", "H", "H", "H", "H", "H", "H", "H", "H", "H", "H", "H", "H", "H", "H", "H", "H", "H", "H", "H", "H", "H", "H", "H", "C", "N", "O", "O", "H", "H", "H", "C", "N", "O", "O", "H", "H", "H", "C", "N", "O", "O", "H", "H", "H", "C", "N", "O", "O", "H", "H", "H", "C", "N", "O", "O", "H", "H", "H", "C", "N", "O", "O", "H", "H", "H", "C", "N", "O", "O", "H", "H", "H", "C", "N", "O", "O", "H", "H", "H"], "positions_angstrom": [[-1.988, -1.126, 5.606], [-3.163, -1.413, 4.879], [-3.038, -0.923, 3.551], [-4.082, -1.495, 2.612], [-4.240, -0.691, 1.304], [-2.935, -0.199, 0.656], [-2.916, 1.322, 0.413], [-1.544, 1.784, -0.098], [-0.453, 1.746, 0.970], [0.999, 1.705, 0.399], [1.941, 0.150, 0.829], [3.656, 0.452, 1.167], [4.114, 1.453, 0.662], [4.569, 2.438, 0.235], [1.913, -0.941, -0.404], [0.529, -1.881, -0.681], [-0.172, -3.047, 1.133], [-1.460, -3.732, 0.790], [0.928, -3.231, -1.965], [0.814, -2.964, -3.179], [1.265, -4.312, -1.436], [-1.162, -1.775, 5.297], [-2.154, -1.214, 6.675], [-1.677, -0.106, 5.346], [-3.117, 0.167, 3.553], [-2.059, -1.233, 3.173], [-3.880, -2.530, 2.341], [-5.038, -1.453, 3.125], [-4.728, -1.365, 0.599], [-4.936, 0.134, 1.457], [-2.046, -0.470, 1.223], [-2.819, -0.661, -0.323], [-3.234, 1.889, 1.293], [-3.612, 1.515, -0.409], [-1.631, 2.821, -0.435], [-1.304, 1.189, -0.981], [-0.598, 0.930, 1.684], [-0.551, 2.662, 1.554], [0.916, 1.744, -0.691], [1.509, 2.617, 0.713], [1.360, -0.406, 2.067], [-0.556, -1.032, -1.220], [0.879, -3.921, 1.485], [-0.425, -2.146, 2.200], [-2.402, -5.868, 6.354], [-2.020, -4.579, 6.993], [-0.863, -4.228, 6.894], [-2.899, -3.971, 7.566], [-1.523, -6.290, 5.884], [-2.783, -6.518, 7.136], [-3.172, -5.648, 5.620], [-5.139, 3.430, 4.703], [-4.337, 3.218, 3.467], [-4.291, 2.092, 3.023], [-3.783, 4.189, 2.994], [-5.564, 2.476, 4.998], [-4.467, 3.816, 5.463], [-5.914, 4.153, 4.466], [5.354, 1.707, -2.901], [4.586, 1.184, -4.063], [5.205, 0.666, -4.973], [3.380, 1.309, -4.030], [6.408, 1.528, -3.071], [5.147, 2.770, -2.822], [5.007, 1.180, -2.019], [9.308, 4.402, -3.476], [8.356, 3.611, -2.652], [8.632, 2.449, -2.426], [7.360, 4.182, -2.262], [10.140, 3.763, -3.745], [8.770, 4.738, -4.356], [9.639, 5.244, -2.875], [4.803, 3.825, -6.234], [5.495, 4.949, -5.543], [6.686, 4.834, -5.320], [4.823, 5.910, -5.248], [5.526, 3.043, -6.432], [4.015, 3.471, -5.574], [4.387, 4.217, -7.156], [-0.418, -2.880, -5.785], [-1.531, -2.542, -6.716], [-2.020, -1.432, -6.650], [-1.889, -3.406, -7.495], [-0.210, -2.026, -5.156], [-0.731, -3.726, -5.184], [0.443, -3.136, -6.394], [-7.299, -0.741, 6.633], [-6.553, -1.014, 5.374], [-6.552, -2.151, 4.961], [-5.998, -0.066, 4.856], [-7.738, -1.669, 6.980], [-6.587, -0.350, 7.353], [-8.065, -0.006, 6.404], [2.833, -1.638, -5.942], [2.029, -2.153, -7.084], [2.624, -2.686, -8.002], [0.828, -2.004, -7.026], [3.878, -1.841, -6.140], [2.650, -0.571, -5.867], [2.495, -2.152, -5.045]], "e_homo_ev": -4.80, "total_charge": -1, "lumo_ev": 1.41, "total_energy_ev": -103945.5959, "orbital_gap_ev": 6.21}

# 2
{"formula": "C19H48Cl2MnO17P3", "method": "ωB97M-V/def2-TZVPD", "species": ["Mn", "C", "C", "O", "O", "H", "H", "H", "Cl", "C", "C", "Cl", "H", "H", "H", "H", "C", "O", "P", "O", "O", "C", "O", "C", "H", "H", "H", "H", "H", "H", "H", "H", "H", "C", "O", "P", "O", "O", "C", "O", "C", "H", "H", "H", "H", "H", "H", "H", "H", "H", "C", "O", "P", "O", "O", "C", "O", "C", "H", "H", "H", "H", "H", "H", "H", "H", "H", "C", "O", "C", "C", "O", "C", "C", "O", "C", "H", "H", "H", "H", "H", "H", "H", "H", "H", "H", "H", "H", "H", "H"], "positions_angstrom": [[17.682, -13.006, -1.459], [19.251, -15.704, -4.104], [18.722, -14.588, -3.232], [17.613, -14.123, -3.449], [19.338, -14.195, -2.239], [18.443, -16.420, -4.255], [20.003, -16.266, -3.549], [19.746, -15.390, -5.023], [14.599, -10.855, -5.731], [15.094, -12.591, -5.585], [14.906, -13.376, -6.983], [15.984, -12.853, -8.404], [14.401, -13.009, -4.855], [16.091, -12.636, -5.146], [13.868, -13.289, -7.306], [15.137, -14.435, -6.866], [21.678, -10.296, -1.311], [21.035, -10.349, -2.620], [19.458, -10.244, -2.920], [18.668, -11.234, -2.207], [19.155, -8.728, -2.499], [17.903, -8.260, -2.147], [19.412, -10.329, -4.559], [19.694, -11.580, -5.163], [22.430, -11.067, -1.139], [21.004, -10.394, -0.460], [22.249, -9.368, -1.313], [17.938, -7.431, -1.440], [17.274, -8.889, -1.516], [17.451, -8.066, -3.120], [18.722, -11.887, -5.550], [20.054, -12.293, -4.422], [20.236, -11.447, -6.099], [17.952, -17.260, 0.421], [16.594, -16.991, 0.511], [15.997, -15.717, -0.380], [16.998, -14.639, -0.506], [15.409, -16.314, -1.757], [14.483, -15.528, -2.566], [14.671, -15.196, 0.439], [13.923, -16.086, 1.205], [18.595, -16.571, 0.969], [18.505, -17.429, -0.503], [18.047, -18.201, 0.963], [14.315, -15.922, -3.568], [14.831, -14.506, -2.712], [13.539, -15.268, -2.087], [12.974, -16.361, 0.743], [13.744, -15.690, 2.205], [14.569, -16.916, 1.490], [21.529, -14.331, 0.255], [20.330, -14.487, 0.954], [19.403, -13.201, 1.257], [18.953, -12.486, 0.056], [18.123, -13.863, 2.090], [16.922, -13.199, 2.360], [20.199, -12.399, 2.401], [21.077, -11.342, 2.177], [22.371, -14.944, 0.577], [21.942, -13.326, 0.343], [21.349, -14.600, -0.786], [16.704, -13.590, 3.354], [16.045, -13.405, 1.746], [17.161, -12.137, 2.423], [21.465, -11.336, 1.158], [21.941, -11.619, 2.780], [20.722, -10.366, 2.507], [22.318, -14.076, -3.544], [23.710, -14.094, -3.863], [24.117, -12.915, -4.442], [25.369, -12.494, -3.584], [24.967, -11.983, -2.387], [25.914, -11.651, -1.374], [25.287, -11.157, -0.049], [24.595, -12.257, 0.585], [25.331, -12.964, 1.568], [22.052, -15.028, -3.084], [21.786, -13.972, -4.490], [22.132, -13.247, -2.862], [23.277, -12.221, -4.477], [24.435, -13.164, -5.454], [25.975, -11.714, -4.044], [26.054, -13.342, -3.571], [26.520, -10.828, -1.751], [26.557, -12.522, -1.250], [24.538, -10.394, -0.260], [26.108, -10.702, 0.505], [26.253, -13.383, 1.165], [24.701, -13.741, 2.001], [25.732, -12.420, 2.423]], "e_homo_ev": [-14.15, -14.15], "s2": 12.01, "multiplicity": 7, "total_charge": 2, "lumo_ev": [-4.32, -10.59], "total_energy_ev": -139509.6947, "orbital_gap_ev": [9.83, 3.56]}

# 3
{"formula": "C19H48N20NiO15", "method": "ωB97M-V/def2-TZVPD", "species": ["Ni", "C", "C", "C", "O", "C", "C", "C", "O", "O", "O", "H", "H", "C", "O", "N", "N", "H", "H", "H", "H", "C", "O", "N", "N", "H", "H", "H", "H", "C", "O", "N", "N", "H", "H", "H", "H", "C", "O", "N", "N", "H", "H", "H", "H", "C", "O", "N", "N", "H", "H", "H", "H", "C", "O", "N", "N", "H", "H", "H", "H", "C", "O", "N", "N", "H", "H", "H", "H", "C", "O", "N", "N", "H", "H", "H", "H", "C", "O", "N", "N", "H", "H", "H", "H", "O", "C", "N", "C", "H", "H", "H", "H", "H", "O", "C", "N", "C", "H", "H", "H", "H", "H"], "positions_angstrom": [[9.040, 13.087, 13.019], [10.473, 12.909, 9.078], [11.453, 12.233, 8.378], [12.511, 11.494, 9.373], [13.531, 11.012, 8.898], [12.247, 11.345, 10.805], [11.070, 11.849, 11.286], [10.325, 12.935, 10.440], [9.371, 13.525, 11.000], [10.625, 11.742, 12.489], [11.588, 12.048, 7.214], [9.762, 13.513, 8.664], [12.940, 10.722, 11.446], [12.451, 10.304, 14.929], [12.529, 11.551, 14.987], [13.542, 9.530, 15.075], [11.318, 9.665, 14.644], [13.480, 8.607, 14.732], [14.487, 9.892, 15.011], [11.158, 8.683, 14.614], [10.793, 10.113, 13.889], [6.854, 15.550, 13.406], [7.494, 14.571, 13.020], [5.671, 15.384, 13.995], [7.461, 16.792, 13.382], [5.387, 14.440, 14.309], [4.977, 16.149, 14.072], [8.234, 16.624, 12.790], [6.993, 17.669, 13.554], [7.089, 11.918, 11.176], [7.668, 11.729, 12.267], [6.110, 12.742, 11.019], [7.410, 11.095, 10.177], [6.157, 13.247, 10.136], [6.278, 13.442, 11.715], [6.734, 11.189, 9.385], [7.964, 10.252, 10.318], [11.402, 15.006, 13.531], [10.232, 14.752, 13.732], [11.846, 16.306, 13.405], [12.344, 13.993, 13.319], [11.153, 17.018, 13.154], [12.733, 16.562, 12.943], [12.084, 13.027, 13.531], [13.336, 14.169, 13.248], [5.488, 11.389, 14.517], [5.167, 12.623, 14.823], [6.667, 10.769, 14.906], [4.554, 10.548, 13.917], [6.787, 9.855, 14.473], [7.513, 11.375, 14.854], [3.769, 11.066, 13.627], [4.553, 9.539, 14.001], [10.140, 17.277, 16.979], [10.600, 16.691, 17.932], [9.696, 16.696, 15.888], [9.957, 18.687, 17.013], [9.830, 15.710, 15.627], [9.299, 17.313, 15.175], [9.790, 19.094, 17.924], [9.286, 19.047, 16.313], [10.408, 17.245, 10.780], [9.769, 17.489, 11.845], [11.025, 18.259, 9.999], [10.454, 15.949, 10.239], [11.131, 19.165, 10.432], [11.552, 18.090, 9.147], [9.810, 15.204, 10.554], [11.067, 15.870, 9.462], [8.067, 8.308, 12.504], [7.120, 8.284, 13.264], [8.911, 9.358, 12.226], [8.407, 7.106, 11.912], [9.504, 9.195, 11.451], [8.628, 10.315, 12.490], [7.772, 6.342, 12.173], [9.198, 6.957, 11.269], [9.246, 12.870, 15.958], [9.119, 12.260, 14.805], [8.189, 13.337, 16.739], [10.473, 13.137, 16.388], [7.273, 13.435, 16.230], [8.250, 14.203, 17.301], [11.248, 12.586, 15.972], [10.495, 13.543, 17.317], [9.400, 8.545, 8.952], [9.620, 9.085, 7.867], [10.866, 9.158, 7.337], [8.461, 9.505, 6.880], [11.151, 9.962, 6.765], [11.570, 8.928, 8.059], [8.451, 10.616, 6.765], [7.404, 9.345, 7.319], [8.548, 9.064, 5.876], [6.248, 13.693, 8.251], [6.615, 14.625, 7.547], [5.821, 14.852, 6.491], [7.947, 15.342, 7.584], [4.936, 14.334, 6.507], [6.072, 15.476, 5.749], [8.081, 15.912, 8.514], [8.000, 16.035, 6.734], [8.668, 14.525, 7.384]], "e_homo_ev": [-7.15, -7.13], "s2": 2.00, "multiplicity": 3, "total_charge": 0, "lumo_ev": [0.11, 0.11], "total_energy_ev": -122051.1750, "orbital_gap_ev": [7.26, 7.25]}

# 4
{"formula": "C19H48NO13P4", "method": "ωB97M-V/def2-TZVPD", "species": ["N", "C", "O", "P", "H", "H", "H", "O", "P", "O", "C", "C", "O", "C", "C", "O", "C", "C", "H", "H", "H", "H", "H", "H", "H", "H", "H", "H", "H", "H", "H", "H", "H", "O", "P", "O", "C", "C", "O", "C", "C", "O", "C", "C", "H", "H", "H", "H", "H", "H", "H", "H", "H", "H", "H", "H", "H", "H", "H", "O", "P", "O", "C", "C", "O", "C", "C", "O", "C", "C", "H", "H", "H", "H", "H", "H", "H", "H", "H", "H", "H", "H", "H", "H", "H"], "positions_angstrom": [[-6.892, -2.173, -8.796], [-5.772, -1.956, -8.370], [-4.575, -1.177, -8.143], [-4.949, 0.135, -7.080], [-6.388, 0.312, -7.068], [-4.370, 1.384, -7.542], [-4.527, -0.181, -5.727], [-3.343, -0.142, -0.955], [-2.732, -1.470, -1.432], [-4.184, -2.222, -1.699], [-4.931, -1.858, -2.843], [-4.428, -2.598, -4.068], [-2.511, -2.055, 0.107], [-2.010, -1.193, 1.130], [-3.123, -0.863, 2.104], [-2.007, -2.915, -1.997], [-0.729, -3.303, -1.494], [-0.893, -4.567, -0.674], [-4.895, -0.772, -2.997], [-5.971, -2.132, -2.651], [-3.415, -2.274, -4.327], [-5.081, -2.416, -4.928], [-4.382, -3.673, -3.881], [-1.567, -0.287, 0.707], [-1.212, -1.728, 1.653], [-3.966, -0.384, 1.598], [-2.766, -0.197, 2.893], [-3.510, -1.776, 2.564], [-0.266, -2.502, -0.911], [-0.081, -3.504, -2.352], [-1.545, -4.401, 0.187], [0.072, -4.929, -0.314], [-1.364, -5.352, -1.273], [2.304, 1.853, -2.507], [1.461, 2.644, -1.499], [0.305, 3.125, -2.579], [-0.645, 2.165, -3.011], [-1.767, 2.033, -2.001], [2.400, 4.014, -1.599], [3.820, 3.897, -1.641], [4.316, 4.230, -3.034], [0.541, 3.466, -0.312], [1.199, 4.042, 0.814], [1.081, 5.551, 0.727], [-0.161, 1.198, -3.189], [-1.048, 2.515, -3.965], [-1.398, 1.605, -1.066], [-2.562, 1.392, -2.383], [-2.189, 3.013, -1.760], [4.150, 2.904, -1.326], [4.232, 4.615, -0.924], [3.870, 3.570, -3.782], [5.403, 4.141, -3.093], [4.032, 5.251, -3.305], [2.242, 3.722, 0.877], [0.689, 3.686, 1.714], [1.572, 5.937, -0.170], [1.526, 6.030, 1.601], [0.031, 5.848, 0.657], [0.610, -1.055, 4.014], [2.107, -0.716, 4.005], [2.585, -1.990, 3.063], [2.305, -1.946, 1.674], [3.351, -1.131, 0.940], [2.415, -1.430, 5.475], [1.491, -1.268, 6.549], [0.760, -2.573, 6.790], [3.745, -0.218, 3.998], [4.267, 0.496, 5.116], [5.296, -0.374, 5.811], [1.300, -1.544, 1.498], [2.320, -2.975, 1.309], [3.295, -0.078, 1.230], [3.208, -1.200, -0.142], [4.357, -1.479, 1.186], [0.793, -0.449, 6.356], [2.065, -0.999, 7.441], [0.228, -2.903, 5.893], [0.039, -2.472, 7.605], [1.469, -3.366, 7.044], [3.474, 0.808, 5.800], [4.751, 1.401, 4.736], [4.844, -1.293, 6.194], [5.761, 0.158, 6.644], [6.075, -0.681, 5.108]], "e_homo_ev": -11.42, "relative_energy_kcal_mol": 220.7, "total_charge": 1, "lumo_ev": -6.30, "total_energy_ev": -85730.1845, "orbital_gap_ev": 5.12}

# 5
{"formula": "C19H48O15S5", "method": "ωB97M-V/def2-TZVPD", "species": ["C", "C", "O", "C", "C", "O", "C", "C", "O", "C", "S", "H", "H", "H", "H", "H", "H", "H", "H", "H", "H", "H", "H", "H", "H", "H", "H", "O", "S", "O", "O", "C", "C", "C", "H", "H", "H", "H", "H", "H", "H", "H", "O", "S", "O", "O", "C", "C", "C", "H", "H", "H", "H", "H", "H", "H", "H", "O", "S", "O", "O", "C", "C", "C", "H", "H", "H", "H", "H", "H", "H", "H", "O", "S", "O", "O", "C", "C", "C", "H", "H", "H", "H", "H", "H", "H", "H"], "positions_angstrom": [[3.431, -1.232, -1.629], [3.343, -0.015, -0.719], [2.041, 0.276, -0.251], [1.386, -0.805, 0.381], [0.247, -0.265, 1.228], [-0.937, -0.109, 0.472], [-2.024, -0.894, 0.916], [-3.284, -0.424, 0.243], [-3.234, -0.751, -1.134], [-4.325, -0.298, -1.867], [-5.900, -1.187, -1.510], [2.661, -1.187, -2.406], [3.316, -2.174, -1.087], [4.413, -1.247, -2.109], [3.645, 0.869, -1.279], [4.044, -0.118, 0.125], [0.965, -1.492, -0.366], [2.096, -1.366, 1.009], [0.078, -0.934, 2.082], [0.541, 0.715, 1.622], [-1.859, -1.958, 0.689], [-2.161, -0.782, 2.001], [-3.387, 0.661, 0.383], [-4.143, -0.906, 0.730], [-4.523, 0.764, -1.673], [-4.085, -0.442, -2.920], [-5.324, -2.224, -0.891], [5.160, 1.446, -4.876], [4.764, 2.820, -4.967], [5.205, 3.734, -3.956], [3.190, 2.894, -5.107], [2.397, 2.182, -4.112], [2.284, 2.935, -2.806], [5.173, 3.473, -6.545], [2.826, 1.188, -3.981], [1.426, 2.076, -4.590], [3.247, 3.019, -2.306], [1.599, 2.401, -2.145], [1.901, 3.941, -2.977], [4.819, 2.788, -7.310], [6.258, 3.555, -6.570], [4.714, 4.453, -6.645], [-4.280, -4.845, 0.617], [-5.183, -5.588, -0.213], [-6.334, -4.923, -0.739], [-5.621, -6.901, 0.561], [-6.116, -6.740, 1.916], [-7.529, -6.205, 1.963], [-4.307, -6.367, -1.521], [-5.418, -6.104, 2.463], [-6.058, -7.745, 2.328], [-7.585, -5.183, 1.593], [-7.880, -6.222, 2.995], [-8.193, -6.823, 1.358], [-3.443, -6.881, -1.109], [-3.999, -5.571, -2.196], [-4.979, -7.055, -2.025], [9.661, 1.517, 0.065], [8.602, 1.398, 1.022], [7.757, 0.244, 0.979], [7.726, 2.715, 0.989], [7.266, 3.185, -0.311], [6.140, 2.350, -0.867], [9.235, 1.587, 2.651], [8.120, 3.221, -0.987], [6.947, 4.206, -0.112], [6.472, 1.342, -1.112], [5.751, 2.815, -1.772], [5.328, 2.272, -0.142], [9.862, 2.473, 2.684], [9.818, 0.692, 2.859], [8.399, 1.665, 3.341], [-3.373, 1.013, 3.574], [-4.774, 1.309, 3.642], [-5.484, 1.556, 2.426], [-4.995, 2.509, 4.653], [-4.184, 3.699, 4.456], [-4.661, 4.547, 3.299], [-5.609, 0.068, 4.564], [-3.145, 3.391, 4.338], [-4.279, 4.229, 5.402], [-4.525, 4.038, 2.346], [-4.089, 5.475, 3.282], [-5.718, 4.788, 3.410], [-5.071, -0.105, 5.491], [-5.607, -0.825, 3.942], [-6.627, 0.400, 4.748]], "e_homo_ev": -8.55, "total_charge": 0, "lumo_ev": 0.50, "total_energy_ev": -105367.1303, "smiles": "CCOS(C)(=O)=O.CCOS(C)(=O)=O.CCOS(C)(=O)=O.CCOS(C)(=O)=O.CCOCCOCCOCS", "orbital_gap_ev": 9.05}